240
Properties=species:S:1:pos:R:3:lowdin_charge:R:1 method="wB97M-V/def2-TZVPD" e_homo_ev=-10.51 total_energy_ev=-77389.5918 homo_lumo_gap_ev=11.23
C -2.718 10.026 0.724 -0.104
C -2.404 8.518 0.611 -0.267
C -2.109 8.059 -0.804 -0.230
C -1.921 6.574 -0.890 -0.258
C -1.718 5.994 -2.263 -0.272
C -1.445 4.505 -2.382 -0.096
H -3.560 10.455 0.180 0.069
H -1.890 10.599 0.306 0.064
H -2.777 10.309 1.776 0.063
H -1.559 8.272 1.254 0.098
H -3.228 7.931 1.016 0.095
H -1.306 8.690 -1.186 0.120
H -2.977 8.262 -1.431 0.117
H -1.045 6.295 -0.305 0.106
H -2.813 6.044 -0.554 0.106
H -2.601 6.363 -2.785 0.109
H -0.832 6.521 -2.620 0.110
H -1.460 4.072 -3.382 0.067
H -0.442 4.398 -1.969 0.066
H -2.107 3.828 -1.843 0.053
C 3.173 -4.507 -0.448 -0.111
C 2.620 -5.499 0.579 -0.236
C 2.993 -5.175 2.064 -0.227
C 2.580 -3.874 2.620 -0.233
C 1.007 -3.711 2.739 -0.223
C 0.726 -2.376 3.435 -0.105
H 3.326 -4.892 -1.456 0.061
H 4.072 -4.060 -0.024 0.062
H 2.574 -3.602 -0.546 0.056
H 1.544 -5.491 0.403 0.083
H 2.974 -6.490 0.295 0.100
H 4.077 -5.290 2.069 0.107
H 2.439 -5.888 2.674 0.110
H 3.050 -3.959 3.600 0.105
H 3.008 -3.014 2.104 0.098
H 0.542 -3.706 1.753 0.083
H 0.602 -4.586 3.248 0.103
H -0.335 -2.150 3.547 0.067
H 1.211 -2.293 4.407 0.070
H 1.197 -1.555 2.894 0.043
C 1.701 -3.328 -7.248 -0.100
C 3.221 -2.990 -6.957 -0.222
C 3.383 -2.947 -5.398 -0.224
C 4.793 -2.503 -5.032 -0.261
C 5.098 -2.600 -3.566 -0.243
C 4.430 -1.491 -2.683 -0.081
H 1.547 -3.515 -8.310 0.060
H 1.119 -2.482 -6.883 0.061
H 1.384 -4.215 -6.699 0.048
H 3.945 -3.659 -7.423 0.099
H 3.434 -1.995 -7.349 0.097
H 3.181 -3.917 -4.944 0.106
H 2.690 -2.245 -4.934 0.096
H 5.586 -3.066 -5.525 0.111
H 4.930 -1.480 -5.382 0.112
H 4.758 -3.595 -3.275 0.096
H 6.181 -2.483 -3.536 0.097
H 4.728 -0.475 -2.944 0.055
H 3.350 -1.589 -2.788 0.055
H 4.691 -1.645 -1.636 0.053
C 0.411 4.376 1.748 -0.109
C -0.548 4.398 2.935 -0.267
C -1.256 5.715 3.013 -0.232
C -2.087 5.809 4.323 -0.216
C -2.831 7.138 4.610 -0.263
C -3.498 7.226 6.006 -0.110
H 0.879 3.392 1.774 0.056
H 1.153 5.163 1.619 0.076
H -0.094 4.434 0.784 0.046
H -1.271 3.611 2.721 0.100
H 0.018 4.155 3.834 0.111
H -1.953 5.768 2.177 0.082
H -0.594 6.579 2.964 0.114
H -2.833 5.017 4.376 0.100
H -1.389 5.653 5.146 0.108
H -2.139 7.975 4.522 0.100
H -3.601 7.283 3.852 0.091
H -4.000 6.300 6.288 0.066
H -2.795 7.484 6.798 0.067
H -4.256 8.001 5.895 0.064
C -5.178 -4.517 -3.049 -0.094
C -4.129 -3.443 -3.440 -0.260
C -2.755 -3.853 -3.100 -0.256
C -1.614 -2.916 -3.505 -0.201
C -0.217 -3.322 -2.954 -0.240
C 0.312 -4.661 -3.463 -0.091
H -5.064 -4.807 -2.004 0.043
H -5.107 -5.413 -3.665 0.073
H -6.188 -4.110 -3.099 0.065
H -4.228 -3.277 -4.513 0.113
H -4.334 -2.509 -2.917 0.100
H -2.522 -4.774 -3.635 0.112
H -2.663 -4.156 -2.057 0.088
H -1.521 -2.875 -4.590 0.110
H -1.934 -1.908 -3.238 0.084
H 0.456 -2.515 -3.243 0.082
H -0.283 -3.315 -1.866 0.088
H 0.427 -4.729 -4.545 0.060
H 1.278 -4.877 -3.007 0.055
H -0.370 -5.463 -3.181 0.060
C -3.284 0.166 -0.471 -0.108
C -1.973 0.712 -0.058 -0.274
C -0.730 -0.187 -0.170 -0.222
C 0.504 0.516 0.337 -0.196
C 1.752 -0.437 0.192 -0.243
C 3.072 0.101 0.618 -0.099
H -4.071 0.908 -0.337 0.054
H -3.607 -0.760 0.005 0.069
H -3.253 -0.039 -1.541 0.067
H -1.750 1.549 -0.719 0.095
H -2.011 1.037 0.982 0.107
H -0.738 -0.630 -1.166 0.098
H -0.900 -0.998 0.538 0.103
H 0.624 1.507 -0.101 0.097
H 0.400 0.665 1.412 0.108
H 1.527 -1.397 0.655 0.085
H 1.768 -0.698 -0.866 0.074
H 3.908 -0.578 0.453 0.051
H 3.404 1.027 0.149 0.068
H 3.101 0.321 1.685 0.054
C -3.827 3.690 1.021 -0.113
C -4.811 4.632 1.663 -0.282
C -6.179 4.078 1.960 -0.213
C -7.017 3.936 0.666 -0.205
C -8.497 3.493 0.951 -0.267
C -9.274 3.373 -0.320 -0.130
H -4.008 3.484 -0.033 0.066
H -3.913 2.738 1.544 0.077
H -2.823 4.113 0.997 0.048
H -4.364 4.962 2.601 0.087
H -4.874 5.529 1.047 0.103
H -6.699 4.801 2.588 0.110
H -6.089 3.122 2.476 0.112
H -6.931 4.835 0.055 0.111
H -6.553 3.177 0.036 0.090
H -8.426 2.548 1.490 0.089
H -8.978 4.195 1.632 0.105
H -8.875 2.600 -0.976 0.071
H -10.302 3.082 -0.102 0.069
H -9.329 4.326 -0.847 0.075
C 4.888 3.665 -2.637 -0.116
C 4.189 2.769 -3.652 -0.253
C 2.968 2.160 -2.973 -0.247
C 1.998 1.479 -3.924 -0.192
C 0.725 0.975 -3.148 -0.228
C -0.514 0.738 -4.050 -0.092
H 4.267 4.533 -2.412 0.071
H 5.786 4.144 -3.028 0.069
H 5.100 3.151 -1.699 0.055
H 3.889 3.337 -4.533 0.108
H 4.912 2.010 -3.950 0.100
H 2.449 2.873 -2.333 0.111
H 3.339 1.450 -2.234 0.085
H 1.722 2.237 -4.658 0.103
H 2.468 0.740 -4.573 0.105
H 1.012 0.063 -2.625 0.068
H 0.426 1.648 -2.344 0.080
H -1.407 0.600 -3.441 0.050
H -0.762 1.605 -4.663 0.064
H -0.334 -0.108 -4.714 0.064
C 6.154 -2.346 2.375 -0.091
C 5.682 -1.977 3.794 -0.251
C 5.425 -0.478 3.995 -0.208
C 4.000 -0.053 4.427 -0.221
C 3.811 1.456 4.506 -0.262
C 4.612 2.117 5.643 -0.109
H 5.616 -1.844 1.571 0.045
H 6.064 -3.409 2.151 0.059
H 7.209 -2.072 2.400 0.072
H 4.783 -2.531 4.063 0.075
H 6.297 -2.288 4.638 0.103
H 5.748 0.063 3.105 0.093
H 6.140 -0.161 4.754 0.099
H 3.332 -0.459 3.667 0.076
H 3.728 -0.473 5.395 0.115
H 4.018 1.930 3.546 0.100
H 2.750 1.584 4.721 0.099
H 4.350 3.163 5.801 0.065
H 4.602 1.580 6.592 0.072
H 5.680 2.151 5.428 0.058
C -6.176 -5.559 2.185 -0.086
C -7.359 -5.254 1.224 -0.256
C -7.094 -4.021 0.406 -0.245
C -7.041 -2.657 1.162 -0.195
C -6.971 -1.454 0.149 -0.230
C -6.706 -0.083 0.853 -0.111
H -5.400 -5.852 1.477 0.052
H -6.264 -6.376 2.902 0.068
H -5.761 -4.691 2.697 0.063
H -7.572 -6.087 0.554 0.103
H -8.318 -5.067 1.706 0.099
H -7.799 -3.919 -0.418 0.110
H -6.122 -4.106 -0.081 0.076
H -7.886 -2.602 1.849 0.108
H -6.197 -2.567 1.846 0.092
H -6.236 -1.624 -0.638 0.087
H -7.885 -1.428 -0.445 0.098
H -5.852 -0.134 1.528 0.066
H -6.621 0.692 0.091 0.053
H -7.539 0.284 1.454 0.058
C -2.663 -3.790 0.812 -0.115
C -2.265 -5.162 1.310 -0.277
C -2.253 -6.151 0.167 -0.220
C -1.814 -7.578 0.607 -0.199
C -1.865 -8.589 -0.553 -0.282
C -1.209 -9.871 -0.201 -0.142
H -2.632 -3.148 1.692 0.073
H -3.666 -3.785 0.385 0.062
H -1.950 -3.428 0.071 0.054
H -1.300 -5.120 1.816 0.085
H -2.966 -5.346 2.124 0.102
H -1.517 -5.818 -0.565 0.103
H -3.258 -6.203 -0.251 0.107
H -0.784 -7.430 0.932 0.106
H -2.413 -7.893 1.461 0.113
H -2.839 -8.842 -0.974 0.109
H -1.358 -8.112 -1.391 0.102
H -0.164 -9.753 0.087 0.071
H -1.604 -10.324 0.708 0.073
H -1.247 -10.622 -0.990 0.072
C 10.232 3.015 2.334 -0.135
C 8.808 2.778 1.994 -0.295
C 8.579 1.747 0.885 -0.200
C 7.080 1.690 0.409 -0.196
C 6.747 0.603 -0.620 -0.272
C 7.687 0.462 -1.820 -0.097
H 10.733 3.521 1.508 0.070
H 10.834 2.162 2.647 0.080
H 10.311 3.822 3.063 0.070
H 8.383 2.397 2.923 0.103
H 8.248 3.664 1.691 0.111
H 8.874 0.778 1.287 0.110
H 9.263 1.955 0.063 0.106
H 6.346 1.493 1.190 0.091
H 6.811 2.667 0.007 0.095
H 6.675 -0.359 -0.112 0.086
H 5.717 0.748 -0.944 0.069
H 7.292 -0.162 -2.622 0.053
H 7.855 1.456 -2.235 0.071
H 8.697 0.095 -1.635 0.069